This record from the Open Molecules 2025 dataset describes a structure of composition C28H38N6ORh. The level of theory is ωB97M-V/def2-TZVPD.

Element x y z (Å)
C: -1.461 0.691 -4.235
C: 5.493 0.463 1.407
H: 5.334 2.597 1.505
C: -2.238 -3.266 2.161
H: -0.827 -3.706 0.240
H: -0.392 -1.791 -1.645
H: -0.912 3.574 -2.540
H: -2.229 3.144 3.337
C: 0.446 2.682 2.392
C: -0.236 -2.790 0.251
N: 1.255 1.021 0.597
H: 0.126 3.728 2.394
C: -4.398 -3.206 3.451
H: 0.031 0.696 -5.770
C: 2.964 -0.372 -0.161
C: 4.772 1.707 1.248
H: -5.673 -1.573 3.800
H: -2.201 1.200 -4.852
H: 3.117 2.905 0.835
H: 1.065 -0.360 -0.793
C: 0.420 1.482 -2.869
H: -2.532 2.320 1.080
N: 1.057 0.272 -3.192
N: -1.040 -1.699 0.771
H: -4.569 0.124 2.774
C: -2.005 2.084 3.182
H: 4.252 -1.923 -0.648
H: 5.906 -1.540 1.028
H: -2.320 2.532 -2.250
C: 1.709 -2.231 -1.376
H: -0.491 2.129 0.460
C: -1.573 2.840 -2.987
C: -0.445 -0.023 -5.101
C: -2.748 1.640 1.906
C: 3.498 1.890 0.871
C: 0.591 -0.675 -4.207
C: 2.527 0.859 0.528
C: -4.744 -1.865 3.320
C: 5.211 -0.728 0.853
C: 0.234 -2.568 -1.196
H: -0.260 0.797 3.184
C: -3.258 -3.791 2.948
H: -1.439 -3.971 1.982
H: -0.222 2.114 4.326
C: 0.547 2.255 0.923
H: -0.928 -0.785 -5.711
C: -0.486 1.861 3.296
H: 0.056 -3.485 -1.761
H: 1.453 2.674 2.818
C: 2.241 0.001 -2.477
C: -2.052 -1.993 1.600
C: -4.079 -0.836 2.695
H: -2.457 1.555 4.025
H: -2.083 3.283 -3.841
O: 0.969 2.270 -2.109
H: 2.056 -2.485 -2.377
C: 4.115 -1.038 -0.035
Rh: -0.580 0.270 0.654
H: -3.119 -4.835 3.209
H: 2.927 -0.621 -3.051
H: 0.155 -1.559 -3.735
N: 1.970 -0.767 -1.168
H: 2.712 0.934 -2.182
H: 0.626 -2.982 0.905
H: -5.068 -3.834 4.024
H: -1.999 -0.017 -3.593
N: -0.788 1.702 -3.434
H: 2.310 -2.792 -0.664
H: 6.399 0.527 1.997
H: 1.453 -1.001 -4.794
C: -2.879 -0.813 1.948
H: -3.821 1.737 2.083
H: 0.920 3.056 0.281
N: -2.369 0.305 1.467

Computed properties:
- largest force on an atom (eV/Å) = 0.1
- net charge = +1
- E_tot (eV) = -43640.86469
- HOMO energy (spin up / spin down) (eV) = -8.824 / -8.824
- frontier orbital gap (spin up / spin down) (eV) = 5.8 / 5.8
- LUMO energy (spin up / spin down) (eV) = -3.01 / -3.01